This record from OMol25 describes 10 unconnected molecules or ions with the total composition C48H49F32N5O7S in a non-equilibrium geometry. The level of theory is ωB97M-V with the def2-TZVPD basis set.

```
142
Properties=species:S:1:pos:R:3:forces:R:3
F -2.160978 -0.605694 -1.689409 -0.08 0.10 -0.55
C -3.295598 -0.467797 -1.003555 -0.16 -0.69 2.55
F -3.099289 0.516083 -0.071147 -0.12 0.51 -0.52
C -4.512452 -0.210866 -1.845969 -0.62 2.18 -1.33
F -4.337166 0.969006 -2.539577 0.51 -0.35 -0.12
F -5.596960 0.067594 -1.075771 0.36 -0.84 0.46
C -4.780317 -1.279666 -2.857901 -1.05 -0.32 -0.73
O -5.985696 -0.933582 -3.569027 -1.37 -0.06 -0.15
C -6.983546 -1.913260 -3.614968 1.09 2.31 0.71
F -6.358273 -3.035696 -4.001185 -0.99 -0.80 -0.09
F -7.528000 -2.059691 -2.397916 0.09 -0.74 0.45
C -8.132225 -1.515817 -4.580664 0.13 -0.42 -2.48
F -9.141523 -2.426865 -4.538759 0.51 -0.15 0.57
F -8.711735 -0.310104 -4.464368 0.49 0.25 1.21
H -3.491471 -1.338415 -0.363848 0.21 -0.38 -0.50
H -4.902241 -2.244887 -2.368203 0.38 -0.08 -0.13
H -4.016856 -1.248020 -3.632489 0.44 -0.44 0.45
H -7.735580 -1.521452 -5.601277 0.24 -0.28 0.09
F 5.829739 1.941203 -7.500815 -0.23 -1.89 -0.09
C 4.553822 1.997390 -7.023047 -1.13 3.54 -0.31
F 3.556054 1.480356 -7.774769 0.98 -1.08 -0.31
C 4.352378 1.634280 -5.552768 2.11 0.49 -1.10
F 4.245807 0.292775 -5.432507 -0.27 -0.01 0.47
F 3.223971 2.250701 -5.167504 0.08 -0.32 0.22
C 5.602203 2.080243 -4.728596 -0.89 -1.62 -0.32
O 5.913867 3.434158 -4.869651 -0.01 1.98 0.40
C 5.888757 4.214229 -3.751564 -0.76 -1.18 2.09
F 4.733216 3.983189 -3.047957 -0.72 0.37 -0.62
F 6.792838 3.826624 -2.809809 0.88 0.14 -0.75
C 5.974835 5.716016 -4.026985 -0.11 1.43 -3.16
F 5.528199 6.540755 -3.081370 0.49 -0.66 1.05
F 7.237218 6.074616 -4.427314 0.14 -0.49 0.99
H 4.399338 3.078136 -7.127479 -0.37 0.06 0.63
H 6.457612 1.559688 -5.156319 -0.15 -0.40 0.32
H 5.337290 1.723664 -3.732045 0.60 0.40 0.28
H 5.400202 6.005320 -4.914660 -0.45 -0.82 0.05
F -0.923129 -2.071289 1.407823 -0.52 0.32 0.01
C 0.092247 -1.609943 2.156107 0.61 -0.64 0.24
F 0.690835 -2.713614 2.688051 0.28 0.19 -0.05
C 1.056093 -0.857708 1.257031 0.74 2.11 -0.88
F 1.709262 -1.642067 0.385630 -0.12 -0.57 0.14
F 2.029971 -0.277519 2.058214 -0.43 -0.52 0.01
C 0.387567 0.322685 0.474539 -0.24 -1.32 1.23
O 1.358223 0.949029 -0.302967 0.38 0.48 -1.64
C 0.864164 1.387823 -1.557133 1.38 -0.38 3.00
F 0.568507 0.336062 -2.318854 -0.26 0.03 -0.40
F -0.232741 2.106476 -1.304543 -0.60 0.12 -0.74
C 1.932983 2.273303 -2.194223 0.23 0.80 -0.38
F 1.466886 2.519275 -3.431846 -0.10 0.24 -0.33
F 2.021441 3.454548 -1.534610 -0.31 -0.29 0.09
H -0.197306 -0.980604 3.001082 -0.50 0.01 -0.21
H 0.021408 0.998213 1.251688 -0.26 0.12 -0.21
H -0.419663 -0.077888 -0.138015 -0.08 0.03 0.17
H 2.958514 1.903238 -2.268417 -0.30 -0.61 0.17
F -1.749706 -3.218693 5.991776 -0.64 0.33 0.52
C -1.082037 -2.262068 6.700770 1.22 -1.68 -0.02
F -0.756502 -1.322875 5.797881 -0.09 0.92 0.26
C -1.836601 -1.779577 7.959606 -0.02 -0.94 -2.17
F -1.981117 -2.922336 8.688128 0.23 0.37 0.29
F -3.084139 -1.417012 7.587176 -0.06 0.62 0.19
C -1.197442 -0.705872 8.795966 -1.85 0.19 2.12
O -0.033723 -1.202976 9.395897 1.78 0.80 -0.12
C 0.615204 -0.364780 10.295309 -0.69 -1.37 0.69
F 0.982284 0.826159 9.807351 -0.04 -0.11 -0.39
F -0.188885 -0.127834 11.345919 -0.59 0.45 0.29
C 1.817800 -1.146920 10.818741 2.61 -1.67 -1.14
F 2.487012 -0.663094 11.883849 -1.06 0.82 0.53
F 1.485244 -2.438166 11.111913 -0.56 0.56 0.10
H -0.177260 -2.784131 7.044659 0.10 0.49 0.03
H -1.963645 -0.693272 9.587511 0.01 0.39 0.13
H -1.160018 0.332196 8.466898 0.34 -0.36 -0.88
H 2.619705 -1.217272 10.074229 -0.58 0.17 -0.59
C -1.352547 2.981406 -4.685406 2.51 -0.57 0.43
C -1.292252 3.002708 -6.186982 -2.12 0.64 -0.07
O -0.191892 2.275976 -6.796167 0.13 0.19 0.07
S -0.240206 2.200368 -8.406987 -1.21 -0.86 -0.55
C 0.429206 3.833833 -8.808563 -0.37 -1.11 0.08
O 0.719949 1.236932 -8.898535 -0.87 0.88 0.99
O -1.660448 2.024732 -8.695900 1.83 0.57 -0.40
H -0.991032 1.997156 -4.371887 -0.58 -0.21 0.17
H -2.327170 3.211333 -4.266085 -0.02 0.03 -0.23
H -0.572620 3.621445 -4.267491 -0.37 0.36 0.16
H -2.280503 2.621562 -6.447542 0.44 -0.65 -0.84
H -1.353417 4.035101 -6.538761 0.59 0.06 -0.17
H 0.626909 3.963180 -9.869950 -0.40 -0.29 -0.07
H 1.398513 3.760907 -8.318513 -0.15 0.60 0.32
H -0.308413 4.540351 -8.438617 0.46 0.33 0.13
C -5.602062 3.966966 -1.878535 0.37 0.40 0.00
C -4.467314 3.470954 -1.265623 -0.74 -0.32 0.63
C -3.264876 4.137989 -1.375208 0.13 -0.05 -1.98
N -3.111601 5.163928 -2.246689 -0.53 0.29 0.84
C -4.216100 5.665774 -2.827142 0.56 -0.68 0.48
C -5.476677 5.109894 -2.645308 -0.31 -0.32 -0.60
H -6.541081 3.444971 -1.758309 -0.06 0.03 -0.17
H -4.615015 2.520499 -0.775063 0.57 0.17 0.48
H -2.345954 3.696811 -1.013067 0.03 0.18 0.36
H -4.056783 6.503794 -3.492128 -0.04 0.04 -0.07
H -6.325762 5.413088 -3.244226 0.02 0.48 0.16
C -1.744535 -7.409902 4.557651 0.91 0.18 -0.08
C -0.779485 -6.420127 4.417992 -0.37 -0.30 -0.20
C -0.634789 -5.833611 3.167591 0.09 -0.89 0.00
N -1.390159 -6.180525 2.126754 -0.29 0.57 -0.07
C -2.371780 -7.087740 2.289976 1.28 0.61 -0.42
C -2.491178 -7.809614 3.448943 -0.89 0.29 1.48
H -1.817369 -7.858126 5.539365 -0.37 -0.32 -0.13
H -0.131913 -6.159432 5.243696 -0.07 0.18 0.03
H 0.187561 -5.147033 3.014126 -0.18 0.24 -0.30
H -2.996574 -7.202941 1.414670 -0.13 -0.38 0.08
H -3.278699 -8.528962 3.629995 0.02 -0.17 -0.41
C 3.854361 3.100436 2.711730 0.90 0.71 -1.18
C 4.017350 4.440539 3.063842 -0.21 -0.97 0.72
C 4.365298 5.372124 2.101166 -0.90 -0.56 0.32
N 4.484178 5.045620 0.823762 1.38 0.28 -0.76
C 4.526213 3.757370 0.479790 -1.89 -0.47 0.77
C 4.116707 2.765606 1.373552 0.76 -0.23 1.42
H 3.722099 2.299073 3.424330 -0.40 0.17 0.17
H 3.883682 4.708328 4.104029 0.08 0.29 -0.03
H 4.457121 6.401467 2.424519 0.07 0.19 -0.45
H 4.654001 3.458801 -0.551485 0.36 0.49 -0.18
H 4.176226 1.696767 1.211379 -0.17 0.06 -0.79
C 0.043600 -4.117263 -1.350633 0.54 1.11 0.39
C 0.275648 -2.986193 -2.127768 0.50 -0.21 -0.19
C -0.644828 -2.590289 -3.088548 -0.11 -0.37 0.97
N -1.805975 -3.218680 -3.183245 -0.80 -0.86 0.32
C -2.060938 -4.254390 -2.340493 0.22 0.16 -0.93
C -1.180254 -4.751154 -1.391734 0.35 0.11 -0.70
H 0.851488 -4.382697 -0.680935 -0.21 -0.36 0.17
H 1.214181 -2.463645 -1.998877 0.01 0.04 -0.18
H -0.471598 -1.745070 -3.742508 0.01 -0.02 -0.06
H -2.963224 -4.815966 -2.548201 -0.32 0.28 0.10
H -1.364768 -5.642971 -0.810819 -0.24 0.11 0.10
C 2.968851 -4.918321 5.907288 0.91 -0.51 -0.31
C 2.373990 -3.846504 5.296277 0.15 2.01 0.67
C 2.547588 -2.586424 5.916865 1.16 0.11 -0.70
N 3.184466 -2.372798 7.071812 -0.35 -0.86 -0.13
C 3.720358 -3.453649 7.647779 -0.90 -0.23 0.25
C 3.714358 -4.728646 7.072604 -0.21 0.66 0.16
H 2.996094 -5.836212 5.332306 -0.04 -0.31 0.42
H 1.938508 -3.859016 4.309013 -0.18 -0.29 0.08
H 2.464251 -1.656651 5.364571 -0.99 -0.10 -0.20
H 4.038026 -3.284179 8.669888 0.67 -0.18 -0.12
H 4.332097 -5.484794 7.534668 -0.29 -0.30 -0.05
```
Positions in Å, forces in eV/Å.

Orbital gap in Eh: 0.361
Net charge: 0
Structure (SMILES): FC(F)C(F)(F)COC(F)(F)C(F)F.FC(F)C(F)(F)COC(F)(F)C(F)F.FC(F)C(F)(F)COC(F)(F)C(F)F.FC(F)C(F)(F)COC(F)(F)C(F)F.CCOS(C)(=O)=O.c1ccncc1.c1ccncc1.c1ccncc1.c1ccncc1.c1ccncc1

Here are the Löwdin charges for atoms 1 to 99, given in e: atom 1 (F): 0.112, atom 2 (C): -0.306, atom 3 (F): 0.076, atom 4 (C): -0.436, atom 5 (F): 0.094, atom 6 (F): 0.128, atom 7 (C): -0.043, atom 8 (O): 0.022, atom 9 (C): -0.523, atom 10 (F): 0.152, atom 11 (F): 0.156, atom 12 (C): -0.283, atom 13 (F): 0.088, atom 14 (F): 0.108, atom 15 (H): 0.179, atom 16 (H): 0.147, atom 17 (H): 0.151, atom 18 (H): 0.169, atom 19 (F): 0.086, atom 20 (C): -0.298, atom 21 (F): 0.098, atom 22 (C): -0.449, atom 23 (F): 0.133, atom 24 (F): 0.131, atom 25 (C): -0.055, atom 26 (O): 0.056, atom 27 (C): -0.491, atom 28 (F): 0.099, atom 29 (F): 0.137, atom 30 (C): -0.283, atom 31 (F): 0.127, atom 32 (F): 0.078, atom 33 (H): 0.166, atom 34 (H): 0.151, atom 35 (H): 0.147, atom 36 (H): 0.172, atom 37 (F): 0.109, atom 38 (C): -0.292, atom 39 (F): 0.065, atom 40 (C): -0.412, atom 41 (F): 0.132, atom 42 (F): 0.078, atom 43 (C): -0.076, atom 44 (O): 0.024, atom 45 (C): -0.522, atom 46 (F): 0.167, atom 47 (F): 0.163, atom 48 (C): -0.272, atom 49 (F): 0.083, atom 50 (F): 0.101, atom 51 (H): 0.171, atom 52 (H): 0.155, atom 53 (H): 0.115, atom 54 (H): 0.168, atom 55 (F): 0.076, atom 56 (C): -0.302, atom 57 (F): 0.091, atom 58 (C): -0.446, atom 59 (F): 0.126, atom 60 (F): 0.129, atom 61 (C): -0.063, atom 62 (O): 0.034, atom 63 (C): -0.535, atom 64 (F): 0.169, atom 65 (F): 0.155, atom 66 (C): -0.283, atom 67 (F): 0.101, atom 68 (F): 0.087, atom 69 (H): 0.158, atom 70 (H): 0.153, atom 71 (H): 0.159, atom 72 (H): 0.163, atom 73 (C): -0.066, atom 74 (C): -0.280, atom 75 (O): -0.245, atom 76 (S): 0.627, atom 77 (C): -0.100, atom 78 (O): -0.285, atom 79 (O): -0.302, atom 80 (H): 0.076, atom 81 (H): 0.075, atom 82 (H): 0.072, atom 83 (H): 0.112, atom 84 (H): 0.112, atom 85 (H): 0.074, atom 86 (H): 0.061, atom 87 (H): 0.060, atom 88 (C): -0.076, atom 89 (C): -0.091, atom 90 (C): -0.132, atom 91 (N): 0.051, atom 92 (C): -0.154, atom 93 (C): -0.076, atom 94 (H): 0.111, atom 95 (H): 0.079, atom 96 (H): 0.093, atom 97 (H): 0.098, atom 98 (H): 0.099, atom 99 (C): -0.071